Record 1
Formula: C2H3OTb
Source: OMol25
Level of theory: ωB97M-V with the def2-TZVPD basis set

Results
HOMO-LUMO gap (alpha / beta) ... 0.2552 / 0.3340 Ha
Relative energy (zero: lowest compared OMol25 entry of this formula, charge and spin) ... 1.168 eV
<S²> ... 13.034
2S+1 ... 7
Charge ... +2

Atoms and positions in Å:
H: 1.2650 -1.0716 -0.4056
C: -0.6055 -0.4844 0.2241
O: 0.7655 -0.8064 0.3803
H: -1.3430 1.2144 -0.9030
Tb: -0.0461 -0.4299 2.6771
C: -0.4221 0.6965 -0.6267
H: 0.3862 0.8814 -1.3461



Record 2
Formula: C4H5NO
Source: OMol25
Level of theory: ωB97M-V with the def2-TZVPD basis set

Results
HOMO-LUMO gap ... 0.3946 Ha
Relative energy (zero: lowest compared OMol25 entry of this formula, charge and spin) ... 2.197 eV
2S+1 ... 1
Charge ... 0

Atoms and positions in Å:
H: -1.1604 1.2543 -0.4800
N: -0.8194 -0.7723 0.0145
H: -1.2168 -1.6379 -0.3189
H: -1.2817 0.0975 -1.8318
C: 0.0270 -0.9363 1.0899
H: 2.2067 1.8095 0.0868
C: 1.6656 1.0172 0.5534
H: 0.3212 0.5624 -1.1414
O: -0.0322 -1.8779 1.8526
C: -0.7391 0.3397 -0.9152
C: 1.0291 0.1437 1.0901



Record 3
Formula: C6H14BCuF4O4S
Source: OMol25
Level of theory: ωB97M-V with the def2-TZVPD basis set

Results
HOMO-LUMO gap ... 0.1928 Ha
2S+1 ... 1
Charge ... -2

Atoms and positions in Å:
H: -29.0269 15.1110 11.1144
C: -29.4356 14.5819 11.9700
C: -31.1106 14.6459 14.0765
F: -24.1722 17.5374 14.9975
H: -26.9787 11.3753 13.5503
O: -25.8428 15.9564 11.7583
H: -30.6470 14.6056 15.0652
H: -30.1106 12.7072 11.4567
H: -31.4042 13.9440 11.2123
Cu: -26.7690 15.4946 13.7660
S: -29.9446 15.7596 13.2188
C: -27.7848 12.1018 13.8248
O: -27.3144 13.2990 14.2142
H: -31.9977 15.2653 14.1929
H: -32.0229 12.8459 13.3380
H: -28.4312 12.1370 12.9052
C: -26.2586 15.2008 10.7102
H: -30.4079 12.6168 13.7727
O: -30.7458 16.7490 12.5132
H: -25.3756 14.6786 10.2511
B: -24.4884 16.6264 16.0312
C: -30.5985 13.5959 11.8588
H: -28.3879 11.5400 14.5874
O: -28.8713 16.1750 14.0682
C: -31.0516 13.3568 13.2997
F: -25.9042 16.3890 16.0023
F: -24.1839 17.2344 17.2730
H: -26.6890 15.7583 9.8371
F: -23.7809 15.4377 15.8628
H: -28.5781 14.0766 12.4398
H: -26.9549 14.3580 10.9140



Record 4
Formula: C19H25Br3O18
Source: OMol25
Level of theory: ωB97M-V with the def2-TZVPD basis set

Results
HOMO-LUMO gap ... 0.3620 Ha
Relative energy (zero: lowest compared OMol25 entry of this formula, charge and spin) ... 3.480 eV
2S+1 ... 1
Charge ... 0

Atoms and positions in Å:
H: 3.4126 -6.0625 5.5725
O: -4.1451 3.6734 -5.6573
H: -7.6236 1.4302 3.7339
C: -0.7095 -4.7009 -7.2690
O: 0.6845 -5.7824 4.6183
C: -9.4503 3.3992 4.9660
C: 1.4478 -5.5248 3.5174
H: -2.8902 5.0954 -6.4111
C: 5.3945 -4.2841 -3.0286
H: 1.2113 -6.4531 6.4666
O: 2.6820 -5.9339 3.6825
H: 6.9332 -3.5290 -4.2741
H: -7.1780 4.2682 3.2617
C: -8.0902 2.3879 3.5031
H: 6.9143 -2.9551 -2.6240
O: -1.0686 -3.4474 -7.0166
Br: -0.4374 3.7670 1.0966
O: -10.5172 3.6901 5.5216
O: -4.6397 2.6172 -3.7378
H: -8.2166 2.4209 2.4210
H: -2.9065 -5.2718 -5.4496
O: 7.6461 -4.9232 -2.8498
H: -1.4029 4.4076 -5.3247
H: 3.3793 7.7990 3.5151
C: 6.7449 -3.8347 -3.2450
C: -2.9902 4.0142 -6.3148
O: -9.3146 2.3591 4.1300
H: -1.5287 -4.9915 -4.5053
C: -1.8226 3.4281 -5.5541
C: 1.4025 -6.7802 5.4445
O: 7.1872 -7.0713 -2.4298
H: 2.6820 6.6853 5.7907
C: 2.7758 -6.5958 4.8667
O: 6.7682 6.6618 5.6591
H: 3.8407 9.1580 4.3077
H: -2.9993 3.6013 -7.3236
O: 5.5054 -5.5900 -2.4598
Br: 2.3251 1.8602 0.9672
C: 3.4094 7.4971 5.7810
O: -0.9734 -5.5432 -6.3117
C: -3.8415 3.0801 -4.5308
Br: -0.3272 1.2986 2.9590
O: -0.1590 -5.0085 -8.2782
H: 1.1030 -7.8083 5.2414
O: 5.2593 7.4978 4.2995
O: -2.5531 2.9448 -4.4324
C: 3.9548 8.0777 4.3978
H: 4.8811 -4.2296 -3.9886
H: 4.9015 -3.5155 -2.4334
C: 0.3237 1.9544 1.2377
H: -1.2607 -2.8470 -5.1809
C: -7.4048 3.5476 4.0474
C: -1.8468 -3.4649 -5.8611
H: -1.2347 2.6600 -6.0565
O: 1.0533 -4.9446 2.4945
H: -0.1283 1.2803 0.5101
H: -6.4742 3.2090 4.5028
H: -2.8114 -2.9605 -5.9167
O: -8.2959 4.0544 5.0267
C: 5.6956 7.1302 5.5089
O: 4.5726 7.0664 6.3897
C: -1.8888 -4.8897 -5.5291
C: 6.8392 -5.9167 -2.4613
H: 3.3721 -7.5082 4.8758
H: 2.8283 8.3460 6.1414



Repeat the fourth record exactly.
Formula: C19H25Br3O18
Source: OMol25
Level of theory: ωB97M-V with the def2-TZVPD basis set

Results
HOMO-LUMO gap ... 0.3620 Ha
Relative energy (zero: lowest compared OMol25 entry of this formula, charge and spin) ... 3.480 eV
2S+1 ... 1
Charge ... 0

Atoms and positions in Å:
H: 3.4126 -6.0625 5.5725
O: -4.1451 3.6734 -5.6573
H: -7.6236 1.4302 3.7339
C: -0.7095 -4.7009 -7.2690
O: 0.6845 -5.7824 4.6183
C: -9.4503 3.3992 4.9660
C: 1.4478 -5.5248 3.5174
H: -2.8902 5.0954 -6.4111
C: 5.3945 -4.2841 -3.0286
H: 1.2113 -6.4531 6.4666
O: 2.6820 -5.9339 3.6825
H: 6.9332 -3.5290 -4.2741
H: -7.1780 4.2682 3.2617
C: -8.0902 2.3879 3.5031
H: 6.9143 -2.9551 -2.6240
O: -1.0686 -3.4474 -7.0166
Br: -0.4374 3.7670 1.0966
O: -10.5172 3.6901 5.5216
O: -4.6397 2.6172 -3.7378
H: -8.2166 2.4209 2.4210
H: -2.9065 -5.2718 -5.4496
O: 7.6461 -4.9232 -2.8498
H: -1.4029 4.4076 -5.3247
H: 3.3793 7.7990 3.5151
C: 6.7449 -3.8347 -3.2450
C: -2.9902 4.0142 -6.3148
O: -9.3146 2.3591 4.1300
H: -1.5287 -4.9915 -4.5053
C: -1.8226 3.4281 -5.5541
C: 1.4025 -6.7802 5.4445
O: 7.1872 -7.0713 -2.4298
H: 2.6820 6.6853 5.7907
C: 2.7758 -6.5958 4.8667
O: 6.7682 6.6618 5.6591
H: 3.8407 9.1580 4.3077
H: -2.9993 3.6013 -7.3236
O: 5.5054 -5.5900 -2.4598
Br: 2.3251 1.8602 0.9672
C: 3.4094 7.4971 5.7810
O: -0.9734 -5.5432 -6.3117
C: -3.8415 3.0801 -4.5308
Br: -0.3272 1.2986 2.9590
O: -0.1590 -5.0085 -8.2782
H: 1.1030 -7.8083 5.2414
O: 5.2593 7.4978 4.2995
O: -2.5531 2.9448 -4.4324
C: 3.9548 8.0777 4.3978
H: 4.8811 -4.2296 -3.9886
H: 4.9015 -3.5155 -2.4334
C: 0.3237 1.9544 1.2377
H: -1.2607 -2.8470 -5.1809
C: -7.4048 3.5476 4.0474
C: -1.8468 -3.4649 -5.8611
H: -1.2347 2.6600 -6.0565
O: 1.0533 -4.9446 2.4945
H: -0.1283 1.2803 0.5101
H: -6.4742 3.2090 4.5028
H: -2.8114 -2.9605 -5.9167
O: -8.2959 4.0544 5.0267
C: 5.6956 7.1302 5.5089
O: 4.5726 7.0664 6.3897
C: -1.8888 -4.8897 -5.5291
C: 6.8392 -5.9167 -2.4613
H: 3.3721 -7.5082 4.8758
H: 2.8283 8.3460 6.1414